Entry 1:
The ion C4H8BrN2O with charge +1 at a distorted geometry. Source: OMol25; level of theory: ωB97M-V/def2-TZVPD.

Last column: Löwdin charge in e.
Positions of all 16 atoms, in Å:
1 C 0.701 -1.291 -0.211  -0.13
2 C 0.832 0.076 -0.799  -0.76
3 Br 2.803 0.320 -1.141  0.83
4 C 0.221 0.386 -2.103  -0.17
5 N -0.278 1.546 -2.197  0.12
6 O -0.130 2.234 -1.000  -0.03
7 C 0.282 1.311 -0.071  -0.32
8 N -0.949 1.002 0.900  0.28
9 H 1.243 -1.420 0.677  0.06
10 H 1.349 -1.992 -0.866  0.12
11 H -0.319 -1.785 -0.199  0.12
12 H -0.079 -0.406 -2.802  0.16
13 H 1.104 1.771 0.648  0.19
14 H -0.645 0.232 1.572  0.20
15 H -1.686 0.906 0.241  0.15
16 H -1.052 1.888 1.407  0.17

As for the LUMO energy: -4.2 eV. The calculated total energy is -2915.6289 a.u. As for the total charge: +1. For the HOMO energy, the calculation gives -0.5284 Eh. Its structure (SMILES) is C[C@@]1(Br)C=NO[C@H]1[NH3+].

Entry 2:
A cluster of 2 separate species, C6H16N2 in total. Source: OMol25; level of theory: ωB97M-V/def2-TZVPD.

Last column: Löwdin charge in e.
Positions of all 24 atoms, in Å:
1 H -1.965 0.212 2.760  0.02
2 N -1.212 0.888 2.765  0.06
3 C -1.135 1.404 1.601  -0.38
4 N -0.181 2.315 1.247  -0.07
5 C -0.424 3.161 0.091  -0.11
6 H -1.773 1.082 0.773  0.12
7 H 0.307 2.702 2.049  0.13
8 H 0.489 3.696 -0.161  0.08
9 H -0.698 2.543 -0.760  0.07
10 H -1.212 3.897 0.273  0.08
11 C 1.753 -1.337 -2.118  -0.10
12 C 0.433 -1.638 -1.413  -0.50
13 C -0.048 -3.061 -1.709  -0.10
14 C 0.593 -1.453 0.098  -0.10
15 H 2.011 -0.280 -2.045  0.07
16 H 2.569 -1.909 -1.670  0.08
17 H 1.688 -1.608 -3.173  0.07
18 H -0.305 -0.922 -1.784  0.12
19 H -1.028 -3.224 -1.258  0.07
20 H 0.629 -3.820 -1.321  0.08
21 H -0.164 -3.216 -2.786  0.07
22 H 0.920 -0.422 0.283  0.07
23 H -0.304 -1.613 0.693  0.07
24 H 1.395 -2.090 0.476  0.08

As for the LUMO energy: 0.9 eV. The calculated total energy is -347.7039 a.u. As for the total charge: 0. For the HOMO energy, the calculation gives -0.3301 Eh. Its structure (SMILES) is [H]/N=C/NC.CC(C)C.

Entry 3:
A cluster of 2 separate species, C3H3N3O in total at a distorted geometry. Source: OMol25; level of theory: ωB97M-V/def2-TZVPD.

Last column: Löwdin charge in e.
Positions of all 10 atoms, in Å:
1 N 0.075 1.425 1.926  0.20
2 C 0.477 0.671 1.067  -0.16
3 C 0.957 -0.221 0.210  -0.10
4 C 0.190 -1.441 -0.060  -0.34
5 O -0.860 -1.731 0.476  0.01
6 H -0.568 2.170 1.669  0.09
7 H 1.888 -0.020 -0.306  0.10
8 H 0.643 -2.103 -0.824  0.11
9 N -1.305 1.068 -1.766  0.03
10 N -1.495 0.181 -2.392  0.04

As for the LUMO energy: 0.5 eV. The calculated total energy is -355.6105 a.u. As for the total charge: 0. For the HOMO energy, the calculation gives -0.3551 Eh. Its structure (SMILES) is N=C=CC=O.N#N.

Entry 4:
A cluster of 3 separate species, CH7O3 in total. Source: OMol25; level of theory: ωB97M-V/def2-TZVPD.

Last column: Löwdin charge in e.
Positions of all 11 atoms, in Å:
1 C -0.393 -0.645 -1.061  -0.36
2 O 0.016 -0.637 0.244  -0.40
3 H 0.439 -0.643 -1.781  0.05
4 H -1.035 0.234 -1.291  0.04
5 H -1.050 -1.505 -1.267  0.04
6 H 1.385 0.033 0.568  -0.03
7 H 2.857 -0.307 0.490  -0.01
8 O 2.307 0.402 0.845  -0.18
9 H -2.174 1.294 0.753  -0.01
10 H -0.825 0.593 1.053  -0.02
11 O -1.527 1.181 1.449  -0.13

As for the LUMO energy: 4.5 eV. The calculated total energy is -268.0337 a.u. As for the total charge: -1. For the HOMO energy, the calculation gives -0.1345 Eh.

Entry 5:
A structure of composition C36H30N6OP2RuSSe2 at a distorted geometry. Source: OMol25; level of theory: ωB97M-V/def2-TZVPD.

Last column: Löwdin charge in e.
Positions of all 79 atoms, in Å:
1 Ru -0.131 0.041 0.075  0.64
2 Se -4.643 -0.533 5.419  0.36
3 P -4.540 -1.677 3.651  0.55
4 C -4.118 -3.406 4.017  -0.35
5 C -4.823 -4.028 5.048  -0.12
6 C -4.528 -5.332 5.410  -0.08
7 C -3.508 -6.017 4.761  -0.08
8 C -2.793 -5.397 3.749  -0.07
9 C -3.098 -4.095 3.371  -0.07
10 C -6.114 -1.695 2.749  -0.35
11 C -6.571 -0.488 2.224  -0.09
12 C -7.789 -0.430 1.571  -0.08
13 C -8.563 -1.578 1.442  -0.09
14 C -8.108 -2.780 1.958  -0.08
15 C -6.882 -2.841 2.610  -0.07
16 C -3.379 -1.189 2.360  -0.41
17 C -2.421 -0.212 2.118  -0.40
18 N -1.945 -0.452 0.872  -0.22
19 N -2.608 -1.483 0.361  -0.02
20 N -3.475 -1.930 1.229  0.00
21 P -1.689 1.196 2.949  0.68
22 Se 0.261 1.549 2.053  0.43
23 C -1.548 0.823 4.698  -0.41
24 C -0.967 -0.390 5.061  -0.11
25 C -0.807 -0.701 6.399  -0.07
26 C -1.205 0.204 7.374  -0.08
27 C -1.762 1.421 7.012  -0.08
28 C -1.935 1.734 5.672  -0.11
29 C -2.784 2.621 2.746  -0.34
30 C -4.096 2.558 3.216  -0.10
31 C -4.950 3.631 3.024  -0.07
32 C -4.503 4.768 2.362  -0.08
33 C -3.200 4.832 1.896  -0.08
34 C -2.338 3.760 2.084  -0.11
35 H -5.590 -3.477 5.579  0.09
36 H -5.084 -5.807 6.207  0.10
37 H -3.269 -7.032 5.051  0.10
38 H -1.994 -5.924 3.244  0.10
39 H -2.549 -3.631 2.565  0.09
40 H -5.969 0.409 2.323  0.09
41 H -8.135 0.509 1.160  0.10
42 H -9.518 -1.532 0.935  0.10
43 H -8.703 -3.678 1.850  0.10
44 H -6.526 -3.789 2.990  0.10
45 H -0.657 -1.095 4.297  0.11
46 H -0.372 -1.651 6.680  0.11
47 H -1.079 -0.042 8.420  0.11
48 H -2.075 2.125 7.772  0.11
49 H -2.390 2.676 5.394  0.11
50 H -4.448 1.679 3.746  0.03
51 H -5.965 3.576 3.396  0.11
52 H -5.173 5.605 2.212  0.10
53 H -2.847 5.718 1.384  0.10
54 H -1.320 3.802 1.722  0.05
55 O 1.692 0.613 -0.645  -0.35
56 N 2.468 -0.347 -1.162  -0.19
57 C 3.505 0.072 -1.919  -0.02
58 C 4.372 -0.825 -2.474  -0.06
59 C 4.163 -2.190 -2.240  -0.07
60 C 3.105 -2.591 -1.468  -0.09
61 C 2.213 -1.661 -0.904  -0.63
62 S 0.863 -2.086 0.091  0.63
63 H 3.566 1.144 -2.024  0.14
64 H 5.190 -0.464 -3.078  0.11
65 H 4.830 -2.925 -2.672  0.11
66 H 2.914 -3.636 -1.268  0.11
67 N -1.030 2.534 -1.596  0.14
68 C -1.348 1.418 -2.310  -0.36
69 C -2.069 1.512 -3.512  -0.02
70 C -2.401 0.364 -4.186  -0.07
71 C -2.016 -0.875 -3.673  -0.07
72 C -1.315 -0.888 -2.493  -0.14
73 N -0.976 0.229 -1.820  -0.04
74 H -1.137 3.426 -2.044  0.10
75 H -0.329 2.460 -0.872  0.04
76 H -2.357 2.486 -3.885  0.11
77 H -2.960 0.426 -5.111  0.11
78 H -2.266 -1.801 -4.167  0.10
79 H -1.004 -1.812 -2.026  0.07

As for the LUMO energy (spin up / spin down): 0.4 / 0.4 eV. The calculated total energy is -7772.3172 a.u. As for the total charge: 0. For the HOMO energy (spin up / spin down), the calculation gives -0.2423 / -0.2418 Eh.

Entry 6:
A cluster of 2 separate species, CH5INP in total at a distorted geometry. Source: OMol25; level of theory: ωB97M-V/def2-TZVPD.

Last column: Löwdin charge in e.
Positions of all 9 atoms, in Å:
1 C 0.717 -0.541 0.288  -0.29
2 N 0.274 0.783 0.451  -0.52
3 P -1.098 1.307 -0.279  0.37
4 I -2.773 -0.506 -0.336  0.18
5 H 0.124 -1.334 0.722  0.05
6 H 0.758 -0.798 -0.696  0.00
7 H 1.626 -0.721 0.756  0.06
8 H 0.520 1.242 1.396  0.12
9 H -0.148 0.567 -2.303  0.02

As for the LUMO energy (spin up / spin down): -0.8 / -0.7 eV. The calculated total energy is -734.8026 a.u. As for the total charge: 0. For the HOMO energy (spin up / spin down), the calculation gives -0.3205 / -0.3068 Eh.